Density functional theory data (wB97M-V/def2-TZVPD) for the molecule C4H11N3.

Values from the calculation:
- HOMO energy (eV) = -8.14
- frontier orbital gap (eV) = 9.1902
- calculated total energy (hartree) = -323.2111
- LUMO level (Ha) = 0.039
- multiplicity = 1
- charge = 0
- SMILES = N/C=N/CCCN
- ΔE to the lowest compared entry with this formula, charge and spin (kJ/mol) = 250.46

The geometry in XYZ format:
```
18
Properties=species:S:1:pos:R:3:forces:R:3:mulliken_charge:R:1
N -1.7473 2.1435 -0.4263 -1.967 0.505 0.745 -0.452
C -1.8765 0.7807 -0.3479 1.060 -2.183 -1.423 -0.035
N -1.8279 0.0310 0.6682 1.055 1.904 1.424 -0.601
C -0.8167 -1.0524 0.6448 -1.832 -0.500 -0.397 -0.521
C 0.3149 -0.8861 -0.3448 0.498 -1.450 -0.199 -0.707
C 1.4314 0.0922 0.0455 0.167 -0.351 -0.341 -0.476
N 2.6742 -0.6866 0.1484 0.181 -0.227 -0.209 -0.633
H -2.2075 2.5718 0.3766 0.552 0.228 0.160 0.296
H -2.1035 2.5820 -1.2678 0.037 -0.287 -0.131 0.252
H -1.8266 0.2405 -1.3103 0.402 0.827 -0.430 0.382
H -1.3582 -2.0037 0.5603 0.325 -0.159 -0.374 0.317
H -0.3982 -1.0903 1.6383 0.181 0.173 0.470 0.324
H 0.8399 -1.8467 -0.4231 -0.142 -0.138 0.439 0.432
H 0.0021 -0.8306 -1.3895 -0.229 0.690 0.129 0.363
H 1.5218 0.7993 -0.7763 0.260 0.395 0.315 0.320
H 1.2407 0.5849 1.0010 -0.458 0.345 -0.216 0.321
H 3.5232 -0.1449 0.2395 -0.180 0.289 0.047 0.209
H 2.6142 -1.2844 0.9634 0.091 -0.061 -0.009 0.212
```
Positions in Å, forces in eV/Å.

***

Density functional theory data (wB97M-V/def2-TZVPD) for the molecule C4H11N3.

Values from the calculation:
- HOMO energy (eV) = -8.11
- frontier orbital gap (eV) = 9.0324
- calculated total energy (hartree) = -323.1713
- LUMO level (Ha) = 0.034
- multiplicity = 1
- charge = 0
- SMILES = [H]/N=C\NCCCN
- ΔE to the lowest compared entry with this formula, charge and spin (kJ/mol) = 355.06

The geometry in XYZ format:
```
18
Properties=species:S:1:pos:R:3:forces:R:3:mulliken_charge:R:1
H 1.2556 -1.9928 -2.4165 -0.873 0.535 -0.508 0.246
N 1.6365 -1.0651 -2.5724 2.417 -0.402 1.301 -0.681
C 2.1309 -0.4173 -1.5640 -5.503 -0.975 -0.530 -0.004
N 1.1544 0.1553 -0.6232 3.442 -0.589 0.099 -0.196
C -0.0936 -0.6227 -0.3247 2.119 -0.541 0.528 -0.730
C -0.5752 -0.4976 1.1315 -0.945 0.090 -0.838 -0.504
C -0.8861 0.9916 1.4610 -2.773 -1.851 1.345 -0.402
N -2.0015 1.2576 0.5228 1.208 0.185 -0.485 -0.602
H 3.1979 -0.4120 -1.4186 0.461 1.438 0.401 0.374
H 1.6814 0.5118 0.1938 -0.915 -0.273 -0.348 0.232
H -0.9093 -0.3164 -0.9463 -0.156 0.071 -0.630 0.296
H 0.1656 -1.6662 -0.5794 -0.515 0.281 0.216 0.255
H 0.0153 -0.9295 1.9102 1.031 -0.398 0.139 0.402
H -1.4982 -1.1569 1.0660 0.628 1.241 0.616 0.251
H -0.0092 1.6145 1.4839 0.416 0.449 -0.564 0.279
H -1.3318 1.0658 2.4975 0.573 -0.218 -0.927 0.356
H -1.5360 1.3155 -0.3681 -0.146 -0.251 -0.689 0.196
H -2.3966 2.1645 0.5466 -0.468 1.210 0.875 0.231
```
Positions in Å, forces in eV/Å.